{"formula": "C17H29O3Si", "method": "the ωB97M-V functional and the def2-TZVPD basis", "de_lowest_kj_mol": 0.0, "homo_ev": -11.11, "charge": 1, "homo_lumo_gap_ev": 5.61, "symbols": ["C", "O", "C", "C", "C", "C", "C", "O", "C", "C", "C", "H", "H", "H", "H", "H", "H", "H", "H", "H", "H", "H", "C", "C", "C", "C", "C", "O", "Si", "C", "C", "C", "H", "H", "H", "H", "H", "H", "H", "H", "H", "H", "H", "H", "H", "H", "H", "H", "H", "H"], "xyz": [[-5.920794, -5.735357, 2.890601], [-5.570537, -5.592756, 1.535093], [-4.310699, -5.020652, 1.306187], [-3.909415, -4.852099, -0.030181], [-2.697828, -4.302656, -0.351844], [-1.806673, -3.887717, 0.668370], [-0.555750, -3.323487, 0.411772], [0.283610, -2.944158, 1.416708], [1.488375, -2.390668, 0.941750], [-2.213527, -4.059220, 2.008826], [-3.429634, -4.608090, 2.315456], [-6.911498, -6.187199, 2.946967], [-5.206852, -6.390240, 3.391319], [-5.953068, -4.756403, 3.370087], [-4.590168, -5.171702, -0.798672], [-2.414903, -4.184768, -1.383794], [-0.230450, -3.176199, -0.607749], [2.088665, -2.070434, 1.793678], [2.041227, -3.138548, 0.374005], [1.274543, -1.530777, 0.307944], [-1.541891, -3.745612, 2.787824], [-3.706864, -4.723360, 3.346978], [-0.870164, 3.453954, 0.479558], [0.628889, 3.459994, 0.773284], [1.216141, 4.855734, 0.604581], [1.337818, 2.475973, -0.129155], [1.922238, 1.389990, 0.384625], [1.317808, 2.735401, -1.488471], [2.734176, 3.098492, -2.337498], [3.063961, 1.803488, -3.646125], [2.489408, 4.746748, -3.179342], [4.228601, 3.205934, -1.216390], [-1.300319, 2.460295, 0.623602], [-1.405572, 4.155915, 1.122666], [-1.047979, 3.744157, -0.557705], [0.785716, 3.138572, 1.818540], [2.289528, 4.863693, 0.793999], [1.056201, 5.207943, -0.413522], [0.750141, 5.573592, 1.279681], [2.408023, 0.678734, -0.249573], [1.907482, 1.203149, 1.438707], [3.971209, 2.048339, -4.192304], [3.185650, 0.828879, -3.182961], [2.233592, 1.763601, -4.344571], [3.379068, 5.027006, -3.735644], [1.647548, 4.680353, -3.861749], [2.281434, 5.509847, -2.436145], [5.100314, 3.500997, -1.794178], [4.060097, 3.940831, -0.435998], [4.423120, 2.240489, -0.759235]], "forces_ev_per_a": [[-0.325, -0.137, 0.889], [3.114, 1.405, -1.350], [-1.845, -0.840, 0.106], [-0.205, -0.098, -0.358], [-0.118, -0.055, 0.059], [0.494, 0.218, 0.528], [0.754, 0.355, 2.354], [-3.161, -1.437, -2.349], [1.504, 0.706, -0.480], [-0.324, -0.148, 0.086], [-0.064, -0.028, 0.571], [0.160, 0.070, -0.245], [-0.061, 0.011, 0.132], [-0.032, -0.050, 0.133], [-0.114, -0.051, -0.211], [-0.006, -0.002, -0.243], [0.312, 0.143, -0.166], [-0.258, -0.111, -0.040], [0.055, -0.007, 0.057], [0.064, 0.082, 0.071], [0.034, 0.019, 0.257], [0.018, 0.013, 0.194], [-0.137, 0.025, -0.117], [-0.101, 0.089, -0.024], [0.058, 0.151, -0.077], [0.027, -0.449, 0.197], [-0.347, 0.310, -0.517], [0.333, 0.048, 0.960], [0.540, 0.345, -0.490], [-0.349, 0.188, 0.446], [-0.191, -0.476, 0.321], [-0.558, -0.190, -0.075], [0.034, 0.025, 0.033], [0.077, -0.023, -0.010], [-0.015, 0.019, 0.012], [0.018, -0.015, -0.451], [0.025, -0.010, 0.062], [-0.037, 0.051, -0.069], [-0.046, -0.054, 0.030], [0.303, -0.325, -0.324], [0.017, 0.043, 0.366], [0.106, 0.032, -0.066], [0.049, -0.250, -0.034], [-0.093, -0.110, -0.184], [0.111, 0.047, -0.098], [-0.136, 0.141, -0.168], [-0.031, 0.239, 0.029], [0.083, 0.060, -0.121], [0.108, 0.089, 0.205], [0.157, -0.060, 0.170]]}

{"formula": "C3H6OS2", "method": "the ωB97M-V functional and the def2-TZVPD basis", "de_lowest_kj_mol": 444.8, "homo_ev": [-7.05, -6.84], "homo_lumo_gap_ev": [7.73, 7.48], "symbols": ["C", "C", "C", "O", "S", "S", "H", "H", "H", "H", "H", "H"], "xyz": [[1.480277, -0.043031, -0.456811], [-0.745285, 0.144220, -0.035911], [-1.164118, -1.243290, 0.055565], [0.428725, 0.684831, -0.176592], [3.084912, 0.601787, 0.056111], [-2.055312, 1.426698, -0.119859], [1.283636, -1.019497, -0.645419], [-0.903898, -1.749682, -0.790746], [-2.092591, -1.453841, 0.429938], [-0.565507, -1.627937, 0.795625], [2.757874, 1.899504, 0.179796], [-1.508716, 2.380242, 0.708302]], "forces_ev_per_a": [[2.368, 2.674, 0.459], [-4.144, 3.470, 0.421], [1.977, 1.679, 0.109], [0.321, 0.301, 0.213], [-0.738, -0.736, -0.249], [0.913, -0.466, 0.396], [0.253, -2.912, -0.430], [0.176, -1.825, -2.570], [-2.700, 0.172, 0.246], [2.000, -1.482, 2.015], [-0.274, -0.186, -0.198], [-0.151, -0.688, -0.413]]}

{"formula": "C9H26B2NOSn", "method": "the ωB97M-V functional and the def2-TZVPD basis", "homo_ev": -3.69, "charge": -1, "homo_lumo_gap_ev": 4.56, "symbols": ["Sn", "C", "C", "C", "C", "C", "C", "N", "O", "C", "C", "C", "H", "H", "H", "H", "H", "H", "H", "H", "H", "H", "H", "H", "H", "H", "H", "H", "H", "H", "B", "H", "H", "H", "H", "B", "H", "H", "H", "H"], "xyz": [[2.958066, 0.342776, -1.364646], [-1.093391, -0.663464, -1.145244], [-1.194428, 0.783352, -0.655496], [-2.738144, 1.135098, -0.630450], [-3.459482, 0.533710, 0.551952], [-2.804429, 1.004567, 1.853038], [-1.317528, 0.615061, 1.936180], [-0.616926, 1.020191, 0.684513], [0.728114, 0.527129, 0.786883], [-1.251100, -0.849392, 2.348670], [-0.726491, 1.490895, 3.093919], [-0.470469, 1.622094, -1.752603], [-1.873714, -0.987456, -1.844143], [-1.342046, -1.442998, -0.418983], [-0.115794, -0.884492, -1.571008], [-3.277709, 0.852761, -1.538571], [-2.797965, 2.225573, -0.709288], [-3.497652, -0.556195, 0.473650], [-4.516046, 0.812793, 0.594087], [-3.284097, 0.633349, 2.758910], [-2.858015, 2.096959, 1.839224], [-0.752136, -0.972909, 3.312205], [-0.625699, -1.445566, 1.682377], [-2.237055, -1.309909, 2.429735], [-1.344078, 1.362958, 3.983016], [-0.729436, 2.492859, 2.663278], [0.304576, 1.218830, 3.314280], [-0.759923, 1.418498, -2.779610], [0.588126, 1.367090, -1.612492], [-0.380651, 2.669780, -1.453828], [2.531347, -2.766781, -1.161897], [1.886320, -1.948233, -1.678326], [1.916879, -3.451028, -0.487533], [3.082323, -3.367436, -1.963010], [3.429123, -2.289962, -0.613367], [5.741774, -0.650701, -2.182388], [5.716286, 0.395899, -2.658948], [5.462388, -0.573346, -1.062586], [4.952195, -1.357893, -2.626677], [6.766885, -1.104456, -2.394822]], "forces_ev_per_a": [[0.125, -2.908, 0.933], [-0.357, -1.440, 0.082], [-1.637, -0.955, -0.452], [0.735, 0.658, -0.473], [-0.266, 0.099, 0.864], [0.488, 0.246, -0.746], [-0.206, 0.696, 0.226], [0.858, 0.430, -0.181], [0.166, 0.011, -1.071], [0.788, -0.932, -0.112], [0.054, -0.443, -1.363], [0.914, 0.116, 1.931], [0.161, 0.887, -0.750], [0.710, 0.393, 0.695], [-0.079, -0.230, 0.136], [0.538, -0.481, -0.245], [-0.174, 0.169, 0.781], [0.357, -0.089, 0.014], [-0.035, 0.242, -0.283], [-0.204, 0.019, -0.071], [-0.114, 0.079, 0.180], [-0.151, 0.134, 0.133], [-0.120, 0.126, -0.201], [-0.021, -0.046, -0.105], [-0.036, 0.256, 0.044], [-0.062, 0.260, 0.561], [-0.027, -0.111, -0.063], [-0.282, 0.126, 0.099], [0.023, -0.451, -0.342], [-0.817, 0.243, -0.381], [0.569, 0.095, 0.064], [-1.372, 1.899, -1.200], [-1.258, -0.587, 1.252], [0.717, -0.723, -1.602], [1.475, 1.235, 1.327], [-0.815, 0.479, -0.299], [-0.263, 1.945, -0.840], [-0.447, 0.325, 2.342], [-1.618, -1.011, -0.947], [1.682, -0.759, 0.063]]}

{"formula": "C25H38P2W", "method": "the ωB97M-V functional and the def2-TZVPD basis", "de_lowest_kj_mol": 0.0, "multiplicity": 3, "homo_ev": [-12.32, -13.07], "charge": 2, "homo_lumo_gap_ev": [6.56, 7.31], "symbols": ["P", "P", "C", "C", "H", "H", "H", "H", "C", "H", "H", "H", "C", "H", "H", "H", "C", "H", "H", "H", "C", "H", "H", "H", "W", "C", "C", "C", "C", "C", "C", "C", "C", "C", "H", "H", "H", "H", "H", "H", "H", "H", "H", "H", "H", "H", "H", "H", "H", "C", "C", "C", "C", "C", "C", "C", "C", "C", "C", "H", "H", "H", "H", "H", "H", "H"], "xyz": [[-0.010827, -2.219221, -2.385284], [-2.970123, -1.258204, 0.277599], [-1.653722, -2.872358, -1.818496], [-2.751711, -1.869754, -1.480181], [-1.540997, -3.645854, -1.044662], [-1.996735, -3.446430, -2.688990], [-2.726524, -1.001594, -2.158411], [-3.701516, -2.394126, -1.661230], [-3.695049, -2.789211, 1.010056], [-3.848596, -2.599688, 2.082795], [-2.965489, -3.602172, 0.908456], [-4.649662, -3.058960, 0.555596], [-4.351366, -0.108142, 0.083527], [-5.291013, -0.681928, 0.092673], [-4.281834, 0.430279, -0.869918], [-4.388182, 0.608564, 0.908048], [0.709033, -3.751490, -3.012484], [1.660263, -3.532970, -3.518978], [0.024110, -4.208889, -3.740122], [0.877753, -4.467132, -2.200247], [-0.550307, -1.280918, -3.832256], [-1.213867, -0.452952, -3.559182], [-1.107586, -1.956079, -4.499058], [0.314710, -0.883219, -4.370812], [1.011874, 2.164807, -0.435190], [-1.944012, -1.143748, 1.722373], [-0.804464, -1.866882, 1.908084], [0.083334, -2.512958, 0.875673], [1.136871, -1.609470, 0.265842], [1.187948, -1.405426, -1.262008], [0.744147, 0.090392, -1.509888], [-0.643684, 0.343332, -0.981590], [-0.758264, 1.309364, 0.221549], [2.416325, 2.418974, -1.914307], [-2.167841, -0.248014, 2.339748], [-0.570110, -2.218088, 2.930289], [-0.572040, -2.910749, 0.096035], [0.521407, -3.441200, 1.309442], [1.005548, -0.625771, 0.740063], [2.122920, -1.987912, 0.570983], [2.208126, -1.611976, -1.642323], [0.845213, 0.357547, -2.575556], [-1.049484, -0.667639, -0.653323], [-1.354889, 0.632238, -1.768703], [-0.315677, 0.904429, 1.147400], [-1.823538, 1.507286, 0.487457], [2.618229, 3.486406, -2.080297], [2.397985, 1.918455, -2.881308], [3.291455, 2.009880, -1.369598], [2.214473, 5.715012, 2.514447], [1.550674, 5.371077, 1.321111], [1.464751, 4.032958, 0.919652], [2.091000, 3.047964, 1.699596], [2.052993, 1.685207, 1.252472], [2.580344, 0.685847, 2.062454], [3.038598, 1.007886, 3.358936], [3.115836, 2.315429, 3.793900], [2.687993, 3.376786, 2.951810], [2.767970, 4.739663, 3.325181], [2.284801, 6.758617, 2.789610], [1.092208, 6.137599, 0.695540], [0.797829, 3.876719, -0.077232], [2.647311, -0.339164, 1.707876], [3.345206, 0.196670, 4.025881], [3.520043, 2.541813, 4.786914], [3.269828, 4.999089, 4.252565]], "forces_ev_per_a": [[-0.537, -1.659, -0.124], [-1.838, -2.571, -0.515], [-0.005, -0.205, 0.184], [0.041, 0.166, -0.038], [-0.051, 0.239, -0.349], [0.125, 0.226, -0.073], [-0.045, -0.330, 0.376], [0.014, 0.270, 0.214], [-0.552, 0.306, -0.048], [-0.034, -0.198, -0.397], [-0.143, 0.151, 0.038], [0.082, -0.116, -0.083], [0.012, 0.455, 0.215], [0.405, 0.075, -0.016], [0.090, -0.053, 0.304], [0.001, -0.022, -0.122], [0.135, -0.021, -0.397], [-0.216, -0.139, 0.191], [0.213, 0.115, 0.167], [0.056, 0.195, -0.075], [0.231, 0.262, -0.208], [0.317, -0.164, -0.052], [0.253, 0.040, 0.263], [-0.169, -0.039, 0.016], [2.496, -3.410, 0.803], [2.984, 1.625, -0.203], [-0.832, -0.411, 0.663], [-1.278, -2.013, 0.076], [0.560, -0.103, 0.486], [-0.696, 2.375, -0.085], [1.133, 1.368, 0.050], [-2.045, -2.135, 0.598], [-1.907, -0.501, -0.836], [0.264, 0.951, -1.524], [-0.477, -1.283, 0.335], [0.239, 1.343, -0.202], [0.248, 0.220, 0.275], [-0.111, 0.745, -0.142], [0.256, -0.428, -0.521], [-0.294, 0.185, -0.050], [-0.642, 0.032, -0.063], [-0.008, -0.151, 0.497], [0.434, 0.781, -0.305], [0.132, 0.375, 0.149], [0.067, -0.060, -0.299], [0.699, 0.498, -0.497], [0.126, -0.070, -0.167], [0.032, 0.038, -0.004], [-0.263, -0.022, 0.134], [0.277, -0.473, 0.187], [-0.441, -0.875, -0.816], [-0.332, 2.253, -0.425], [0.100, -1.446, 0.875], [0.744, 0.215, 0.723], [-0.235, 0.594, -0.378], [0.215, 0.005, 0.254], [0.066, -0.256, -0.252], [-0.084, 0.244, 0.149], [-0.259, 0.267, -0.400], [-0.015, -0.029, 0.020], [0.139, -0.124, 0.281], [0.586, 2.033, 1.622], [0.033, 0.329, 0.303], [0.019, 0.330, -0.264], [-0.200, -0.046, -0.425], [-0.119, 0.044, -0.095]]}